## i
Density functional theory data (ωB97M-V with the def2-TZVPD basis set) for a 10-piece molecular cluster, H20O10 overall.

Each line ends with the Löwdin charge.
Positions of all 30 atoms, in Å:
O: -4.504 -3.003 -0.492  -0.053
H: -4.532 -3.528 0.308  0.026
H: -5.420 -2.925 -0.760  0.026
O: 2.451 5.267 2.104  -0.052
H: 3.296 5.717 2.124  0.029
H: 2.373 4.944 1.206  0.019
O: 1.515 5.036 -1.977  -0.054
H: 0.746 5.393 -1.533  0.032
H: 1.535 5.486 -2.822  0.031
O: -0.458 -0.931 -5.291  -0.053
H: -0.593 -0.620 -6.186  0.026
H: 0.481 -0.826 -5.139  0.027
O: 1.630 -4.448 -0.125  -0.053
H: 1.967 -3.814 0.508  0.025
H: 1.733 -5.296 0.307  0.028
O: -3.039 3.734 -0.134  -0.056
H: -2.395 3.150 0.266  0.023
H: -3.210 3.349 -0.994  0.029
O: -0.946 -1.789 4.627  -0.056
H: -1.094 -0.844 4.654  0.031
H: -0.697 -2.019 5.522  0.027
O: -0.331 0.422 0.232  -0.052
H: -0.463 -0.481 0.521  0.030
H: 0.439 0.383 -0.335  0.027
O: 3.564 1.243 -2.546  -0.053
H: 3.060 2.044 -2.403  0.020
H: 4.477 1.528 -2.533  0.029
O: -0.394 -5.971 3.359  -0.053
H: -0.429 -5.015 3.315  0.023
H: -0.763 -6.186 4.216  0.028

Computed properties:
- HOMO-LUMO gap (Ha) = 0.424
- LUMO energy (hartree) = 0.0093
- charge = 0

## ii
Density functional theory data (ωB97M-V with the def2-TZVPD basis set) for a 10-piece molecular cluster, H20O10 overall.

Each line ends with the Löwdin charge.
Positions of all 30 atoms, in Å:
H: 2.448 -1.831 -2.061  0.090
H: 1.881 -0.580 -1.256  0.039
H: -0.017 -1.743 -1.542  0.025
H: -1.101 -2.089 -0.535  0.011
H: 2.895 1.553 -1.614  0.076
H: 1.348 1.598 -1.284  0.032
H: -1.820 -0.407 -1.794  0.010
H: -3.081 0.551 -2.221  0.073
H: -1.669 -0.952 1.185  0.010
H: -1.839 -2.390 1.723  0.078
H: -1.653 0.980 1.419  0.028
H: -2.579 0.481 0.257  0.052
H: 2.295 0.960 0.633  0.032
H: 1.781 -0.204 1.609  0.008
H: -0.498 2.565 2.324  0.085
H: 0.584 1.509 1.738  0.036
H: -0.877 1.820 -1.590  0.063
H: -0.321 2.352 -0.277  0.040
H: 0.395 -1.684 1.674  0.075
H: 1.530 -1.907 0.578  0.017
O: 1.780 -1.594 -1.369  -0.109
O: -0.998 -1.845 -1.470  -0.073
O: 2.192 1.040 -1.219  -0.083
O: -2.281 0.452 -1.686  -0.078
O: -1.234 -1.857 1.212  -0.079
O: -2.458 0.391 1.250  -0.091
O: 1.980 0.783 1.551  -0.093
O: -0.307 1.986 1.566  -0.102
O: -0.069 2.315 -1.239  -0.079
O: 1.432 -1.745 1.532  -0.095

Computed properties:
- HOMO-LUMO gap (Ha) = 0.414
- LUMO energy (hartree) = 0.0150
- charge = 0

Which of them is the most stable, and which is the least stable? ii and i, in that order.

## i
Density functional theory data (ωB97M-V with the def2-TZVPD basis set) for a 10-piece molecular cluster, H20O10 overall.

Each line ends with the Löwdin charge.
Positions of all 30 atoms, in Å:
O: 1.362 2.787 0.780  0.026
H: 1.853 3.223 0.128  0.048
H: 1.501 3.231 1.587  0.057
O: -1.211 2.305 -0.946  0.001
H: -0.625 1.599 -0.967  -0.034
H: -2.067 2.019 -0.695  0.031
O: -1.164 -0.646 -2.026  -0.041
H: -0.747 -0.563 -2.903  0.086
H: -1.865 -0.022 -2.174  0.051
O: -1.043 -3.133 -0.743  -0.074
H: -1.014 -2.282 -1.258  -0.001
H: -0.341 -3.665 -1.075  0.014
O: 2.212 -0.887 2.277  -0.073
H: 1.773 -0.600 1.455  -0.023
H: 1.545 -1.096 2.933  0.042
O: -1.812 3.806 1.646  -0.041
H: -2.242 4.185 0.888  0.024
H: -1.058 3.312 1.362  -0.018
O: 1.381 -2.988 0.642  -0.102
H: 1.424 -2.284 1.315  -0.018
H: 1.364 -2.462 -0.204  -0.008
O: -1.748 -0.714 0.858  -0.027
H: -2.314 -1.033 0.158  0.037
H: -1.527 -1.547 1.265  0.055
O: 0.803 0.245 0.424  -0.038
H: -0.068 -0.094 0.420  -0.014
H: 0.776 1.191 0.528  -0.001
O: 1.814 -1.519 -1.648  -0.031
H: 1.425 -0.645 -1.480  0.032
H: 1.612 -1.725 -2.547  0.041

Computed properties:
- HOMO-LUMO gap (Ha) = 0.336
- LUMO energy (hartree) = -0.0144
- charge = 0

## ii
Density functional theory data (ωB97M-V with the def2-TZVPD basis set) for a 10-piece molecular cluster, H20O10 overall.

Each line ends with the Löwdin charge.
Positions of all 30 atoms, in Å:
H: 0.003 1.284 -0.005  0.039
H: -0.069 0.041 0.867  0.003
H: 1.438 -1.074 0.962  0.021
H: 2.008 0.324 0.789  0.023
H: -1.925 1.402 -1.574  0.000
H: -2.959 0.584 -2.330  0.023
H: 5.045 1.700 0.784  0.035
H: 4.239 0.415 0.869  0.005
H: 2.611 4.007 -0.908  0.041
H: 2.755 2.612 -0.323  0.013
H: -4.167 -1.647 3.579  0.036
H: -2.776 -1.543 2.977  0.025
H: 0.679 -4.400 0.770  0.051
H: -0.531 -3.505 0.978  0.033
H: -3.137 3.271 0.664  0.034
H: -3.537 4.506 -0.127  0.034
H: -2.410 -2.471 -0.974  0.037
H: -1.209 -1.623 -1.359  0.018
H: 1.467 -2.352 -1.925  0.008
H: 2.431 -1.994 -3.044  0.036
O: -0.426 0.932 0.783  -0.035
O: 2.226 -0.606 0.662  -0.041
O: -2.378 1.347 -2.423  -0.064
O: 4.644 1.095 1.418  -0.053
O: 2.372 3.477 -0.140  -0.052
O: -3.705 -1.381 2.777  -0.060
O: 0.206 -3.658 0.377  -0.047
O: -3.104 3.650 -0.222  -0.057
O: -2.120 -1.811 -1.613  -0.045
O: 2.330 -2.582 -2.287  -0.059

Computed properties:
- HOMO-LUMO gap (Ha) = 0.377
- LUMO energy (hartree) = -0.0165
- charge = 0

## iii
Density functional theory data (ωB97M-V with the def2-TZVPD basis set) for a 10-piece molecular cluster, H20O10 overall.

Each line ends with the Löwdin charge.
Positions of all 30 atoms, in Å:
O: -7.026 -20.056 5.203  -0.053
H: -7.561 -19.308 4.935  0.032
H: -6.653 -20.388 4.386  0.030
O: -10.795 -25.472 -3.232  -0.052
H: -11.670 -25.091 -3.152  0.024
H: -10.659 -25.935 -2.406  0.027
O: -4.771 -23.901 6.246  -0.049
H: -4.122 -23.402 6.742  0.030
H: -5.352 -23.237 5.874  0.019
O: -12.546 -21.757 -1.200  -0.054
H: -12.944 -21.465 -0.380  0.025
H: -13.270 -21.772 -1.826  0.030
O: -9.774 -23.152 5.181  -0.053
H: -10.357 -23.251 5.933  0.033
H: -9.149 -22.478 5.448  0.020
O: -8.055 -21.635 -3.195  -0.053
H: -8.818 -21.070 -3.318  0.026
H: -8.421 -22.516 -3.113  0.025
O: -13.652 -21.028 3.601  -0.053
H: -12.881 -21.594 3.637  0.023
H: -13.296 -20.144 3.508  0.029
O: -12.267 -27.312 1.000  -0.052
H: -12.232 -26.448 1.410  0.025
H: -13.185 -27.574 1.069  0.028
O: -8.272 -23.479 1.319  -0.049
H: -8.934 -23.040 0.786  0.028
H: -8.627 -23.456 2.208  0.019
O: -7.020 -26.879 -1.175  -0.053
H: -7.423 -26.214 -0.617  0.020
H: -6.113 -26.588 -1.278  0.029

Computed properties:
- HOMO-LUMO gap (Ha) = 0.401
- LUMO energy (hartree) = -0.0095
- charge = 0

Which of them is the most stable, and which is the least stable? i and ii, in that order.

## i
Density functional theory data (ωB97M-V with the def2-TZVPD basis set) for a 10-piece molecular cluster, H20O10 overall.

Each line ends with the Löwdin charge.
Positions of all 30 atoms, in Å:
H: 0.078 -0.908 0.749  0.008
H: -1.197 -0.221 0.257  -0.018
H: -4.523 2.162 -0.826  -0.035
H: -3.634 1.004 -1.160  0.054
H: 2.455 2.628 2.131  0.011
H: 3.761 2.866 2.712  0.073
H: 0.339 -0.983 3.562  0.031
H: -1.122 -1.253 3.317  -0.016
H: -0.711 5.095 -0.642  -0.027
H: -0.599 4.124 0.586  0.054
H: -1.461 -3.249 -2.212  0.062
H: -0.367 -2.743 -3.150  0.003
H: 3.761 -0.965 1.219  0.005
H: 2.222 -1.045 1.528  0.036
H: -0.360 3.793 -3.195  0.008
H: -0.467 2.819 -1.956  0.047
H: -0.024 -5.032 -0.579  0.097
H: 0.694 -3.756 -0.596  -0.030
H: 1.568 -2.434 0.457  0.089
H: 2.297 -1.515 -0.612  0.001
O: -0.882 -0.939 0.709  -0.019
O: -4.566 1.287 -1.011  -0.018
O: 3.024 3.396 2.264  -0.091
O: -0.298 -1.420 3.028  0.009
O: -1.110 4.812 0.120  -0.021
O: -1.227 -3.129 -3.181  -0.071
O: 2.989 -0.492 1.273  -0.013
O: -0.176 2.920 -2.905  -0.060
O: 0.172 -4.239 0.048  -0.101
O: 1.737 -2.245 -0.544  -0.066

Computed properties:
- HOMO-LUMO gap (Ha) = 0.389
- LUMO energy (hartree) = -0.0154
- charge = 0

## ii
Density functional theory data (ωB97M-V with the def2-TZVPD basis set) for a 10-piece molecular cluster, H20O10 overall.

Each line ends with the Löwdin charge.
Positions of all 30 atoms, in Å:
O: -9.803 -16.884 0.453  -0.049
H: -9.059 -17.464 0.617  0.015
H: -10.136 -17.159 -0.401  0.025
O: -8.094 -14.902 -4.218  -0.049
H: -8.080 -15.681 -3.663  0.023
H: -9.005 -14.608 -4.196  0.028
O: -10.700 -11.909 -3.447  -0.050
H: -10.826 -12.359 -4.282  0.005
H: -10.866 -10.987 -3.644  0.031
O: -4.718 -16.981 -1.293  -0.049
H: -4.039 -17.309 -1.883  0.031
H: -4.243 -16.702 -0.511  0.031
O: -9.282 -18.614 -3.653  -0.049
H: -9.170 -19.265 -2.960  0.020
H: -8.722 -18.923 -4.365  0.032
O: -11.076 -12.968 -7.038  -0.045
H: -11.495 -12.629 -7.829  0.036
H: -10.144 -13.001 -7.255  0.022
O: -7.234 -12.997 -7.170  -0.052
H: -6.841 -12.514 -6.443  0.033
H: -6.982 -13.907 -7.019  0.028
O: -13.428 -15.538 -5.292  -0.052
H: -12.962 -14.842 -5.754  0.010
H: -14.170 -15.097 -4.879  0.029
O: -7.443 -19.822 -0.407  -0.049
H: -6.966 -19.074 -0.766  0.019
H: -6.759 -20.442 -0.153  0.034
O: -4.730 -12.713 -3.067  -0.054
H: -4.240 -12.738 -2.244  0.026
H: -5.330 -13.456 -3.012  0.021

Computed properties:
- HOMO-LUMO gap (Ha) = 0.416
- LUMO energy (hartree) = 0.0028
- charge = 0

Which of them is the most stable, and which is the least stable? ii and i, in that order.

## i
Density functional theory data (ωB97M-V with the def2-TZVPD basis set) for one molecule with the formula C6H5NO2.

Each line ends with the Löwdin charge.
Positions of all 14 atoms, in Å:
C: 0.489 1.344 0.067  -0.321
C: -0.869 1.469 0.727  0.022
C: -1.490 0.259 0.726  0.044
C: -0.643 -0.643 -0.128  -0.319
C: 1.447 -1.014 -0.863  -0.051
C: 0.769 -0.147 0.097  -0.187
H: -1.269 2.416 0.996  0.105
H: -2.400 -0.019 1.228  0.114
H: -0.838 -0.377 -1.203  0.180
H: 2.355 -1.047 -1.356  0.107
H: 0.946 -0.348 1.211  0.199
N: 0.788 -2.108 -0.866  0.080
O: 1.122 2.246 -0.501  0.077
O: -0.407 -2.032 -0.136  -0.050

Computed properties:
- HOMO-LUMO gap (Ha) = 0.360
- LUMO energy (hartree) = -0.0072
- charge = 0

## ii
Density functional theory data (ωB97M-V with the def2-TZVPD basis set) for one molecule with the formula C6H5NO2.

Each line ends with the Löwdin charge.
Positions of all 14 atoms, in Å:
C: 1.983 0.116 -0.078  -0.437
C: 0.506 0.056 -0.150  -0.105
C: -0.331 1.212 -0.086  0.018
C: -1.784 1.050 -0.043  -0.050
C: -2.225 -0.255 0.036  -0.182
C: -0.116 -1.200 0.238  -0.052
H: 3.515 -1.232 0.087  0.258
H: 0.080 2.211 -0.058  0.109
H: -2.414 2.043 -0.314  0.152
H: -3.270 -0.457 -0.163  0.101
H: 0.297 -2.185 0.360  0.114
N: -1.440 -1.321 0.144  0.051
O: 2.451 -1.129 -0.304  0.017
O: 2.748 1.091 0.332  0.007

Computed properties:
- HOMO-LUMO gap (Ha) = 0.353
- LUMO energy (hartree) = -0.0072
- charge = 0

Which of them is the most stable, and which is the least stable? ii and i, in that order.